Below is 10 unconnected molecules or ions with the total composition C29H59Br10NO13 in a non-equilibrium geometry, with properties calculated with ωB97M-V with the def2-TZVPD basis set.

```
112
C29H59Br10NO13 ωB97M-V with the def2-TZVPD basis set
C -21.536 5.646 5.032
C -22.189 6.607 6.038
O -21.606 7.893 5.800
C -22.451 8.947 5.850
O -23.653 8.896 5.860
O -21.706 10.033 5.826
C -22.380 11.249 6.148
H -21.652 6.051 4.029
H -21.964 4.674 5.285
H -20.453 5.555 5.137
H -22.043 6.331 7.083
H -23.263 6.611 5.852
H -23.023 11.584 5.329
H -21.595 11.987 6.271
H -23.076 11.196 6.984
C -17.979 14.242 5.672
C -18.606 15.008 4.500
O -18.934 14.239 3.365
C -19.966 13.397 3.421
O -20.644 13.180 4.395
O -20.055 12.809 2.230
C -21.049 11.781 2.117
H -17.108 13.732 5.264
H -18.713 13.581 6.124
H -17.659 14.987 6.400
H -17.921 15.771 4.124
H -19.442 15.626 4.847
H -20.817 11.174 1.246
H -22.053 12.190 2.073
H -20.850 11.115 2.961
C -18.661 9.046 -0.410
C -19.733 7.948 -0.480
O -21.045 8.445 -0.160
C -21.365 8.408 1.123
O -20.758 7.908 2.040
O -22.517 9.058 1.265
C -23.289 8.995 2.445
H -19.086 10.038 -0.260
H -17.918 9.061 -1.204
H -18.061 8.875 0.489
H -19.459 7.058 0.076
H -19.804 7.659 -1.528
H -23.159 8.042 2.957
H -24.318 9.034 2.086
H -23.170 9.827 3.139
C -29.077 15.072 7.159
C -29.440 13.630 6.787
O -28.537 12.778 7.541
C -27.812 11.895 6.925
O -27.556 11.842 5.741
O -27.296 11.030 7.812
C -26.373 10.052 7.427
H -29.502 15.667 6.347
H -27.995 15.172 7.178
H -29.520 15.374 8.103
H -29.343 13.411 5.728
H -30.429 13.384 7.167
H -25.369 10.418 7.197
H -26.761 9.558 6.534
H -26.159 9.300 8.184
C -26.906 13.981 3.050
O -27.730 14.682 2.490
N -25.573 14.028 2.826
C -24.610 13.105 3.379
C -24.986 15.086 2.021
H -27.126 13.174 3.770
H -25.002 12.428 4.141
H -23.854 13.670 3.932
H -24.183 12.530 2.558
H -25.759 15.799 1.730
H -24.229 15.653 2.562
H -24.697 14.615 1.076
Br -29.433 17.398 -0.275
C -28.648 17.742 1.486
C -27.916 19.067 1.423
Br -27.049 19.264 3.158
H -27.974 16.894 1.573
H -29.376 17.684 2.290
H -28.568 19.902 1.192
H -27.132 18.958 0.679
Br -21.564 15.920 -0.064
C -22.233 14.209 -0.810
C -21.794 14.162 -2.279
Br -22.285 12.397 -3.002
H -23.318 14.276 -0.776
H -21.975 13.327 -0.230
H -20.744 14.362 -2.458
H -22.356 14.965 -2.752
Br -23.191 17.316 4.368
C -22.185 19.012 4.553
C -23.001 20.131 3.944
Br -21.953 21.741 3.883
H -21.333 18.868 3.895
H -21.897 19.128 5.591
H -23.945 20.280 4.460
H -23.195 19.890 2.903
Br -28.127 11.044 -0.595
C -27.544 12.480 0.651
C -26.502 13.407 0.024
Br -27.298 14.682 -1.220
H -27.127 12.012 1.538
H -28.453 13.018 0.892
H -25.774 12.849 -0.560
H -25.956 13.910 0.819
Br -24.461 11.475 0.245
C -24.354 10.187 -1.228
C -25.259 8.970 -0.984
Br -25.280 8.097 -2.738
H -23.332 9.876 -1.409
H -24.812 10.721 -2.052
H -26.285 9.311 -0.877
H -24.949 8.325 -0.170
```

Properties
Molar mass = 1428.83 g/mol
Lowest unoccupied orbital energy = 0.2211 eV
Net charge = 0
SMILES = CCOC(=O)OC.CCOC(=O)OC.CCOC(=O)OC.CCOC(=O)OC.CN(C)C=O.BrCCBr.BrCCBr.BrCCBr.BrCCBr.BrCCBr
E_tot = -27913.3919 a.u.